The following is a quantum chemistry calculation of the molecule C3H5NOS2 at a distorted geometry, from OMol25.

## Properties
* energy above the lowest of the compared OMol25 structures with the same formula, charge and spin: 2.6969 eV

ORCA input file:
```
! RIJCOSX wB97M-V def2-TZVPD def2/J DEFGRID3
* xyz 0 1
C -1.618 0.280 -0.069
C -1.312 -1.024 0.754
C 1.970 0.758 -0.421
N -0.756 0.771 -0.948
O -2.668 0.855 0.184
S 0.148 -1.919 0.218
S 0.721 -0.311 -1.203
H -1.139 -0.814 1.775
H -2.157 -1.807 0.555
H 2.832 0.898 -1.153
H 2.432 0.551 0.428
H 1.548 1.761 -0.120
*
```